No. 1
# C3H9NS

A 2-piece molecular cluster, C3H9NS overall in a non-equilibrium geometry (ωB97M-V/def2-TZVPD, the Open Molecules 2025 dataset).

Its multiplicity is 2. The value obtained for the gap between HOMO and LUMO (alpha / beta) is 10.2 / 4.9 eV. As for the total charge: +1. The HOMO energy (alpha / beta) is -13.67 / -13.41 eV. The calculation puts the total energy at -572.28794 Ha. The energy above the lowest of the compared OMol25 structures with the same formula, charge and spin is 0.869 eV. Its expectation value of S² is 0.754.

CARTESIAN COORDINATES (ANGSTROEM)
C  -1.6611  0.0245  0.7128
C  -0.2956  -0.5019  0.3637
C  -0.0221  -1.7991  0.1947
N  0.7111  0.4852  0.2419
H  -2.3689  -0.7970  0.6935
H  -1.6693  0.4859  1.7002
H  -2.0121  0.7646  -0.0104
H  0.9660  -2.1884  -0.0054
H  -0.8411  -2.4983  0.2749
H  0.4701  1.3747  0.6544
H  0.9751  0.9811  -1.0347
H  1.6469  0.1207  0.3901
S  1.4085  1.8543  -2.2605
H  2.6924  1.6937  -1.9153

Forces on the atoms, in the same order (eV/Å):
0.195 -0.069 -0.365
-0.850 -0.935 0.082
-0.197 0.645 0.029
0.672 0.578 -1.728
-0.079 -0.005 0.125
0.020 -0.010 0.066
0.075 0.059 -0.013
0.066 0.038 -0.047
0.117 -0.111 0.020
0.365 -0.061 0.814
-0.656 -0.779 0.970
0.013 0.321 0.700
-0.007 0.273 -0.590
0.268 0.057 -0.063

Löwdin population analysis, charges in e, atoms 1 to 8: number 1, C, carries -0.03; number 2, C, carries -0.41; number 3, C, carries 0.11; number 4, N, carries 0.05; number 5, H, carries 0.09; number 6, H, carries 0.10; number 7, H, carries 0.09; number 8, H, carries 0.08

=====

No. 2
# C3H9NS2

One molecule with the formula C3H9NS2 in a non-equilibrium geometry (ωB97M-V/def2-TZVPD, the Open Molecules 2025 dataset).

The value obtained for the gap between HOMO and LUMO is 8.6 eV. As for the total charge: 0. Its structure (SMILES) is CNCCSS. The HOMO energy is -8.26 eV. The calculation puts the total energy at -970.77090 Ha. The energy above the lowest of the compared OMol25 structures with the same formula, charge and spin is 1.655 eV.

CARTESIAN COORDINATES (ANGSTROEM)
S  -0.8578  -2.1302  2.4316
S  -1.5866  -1.1107  0.7960
C  -0.8011  0.5354  1.0927
C  0.5238  0.6590  0.2929
N  0.2629  0.7489  -1.1677
C  0.6945  -0.2936  -2.2064
H  -0.1194  -1.1812  3.0889
H  -0.4426  0.6440  2.1198
H  -1.4524  1.3531  0.7923
H  0.9873  1.6102  0.5487
H  1.2668  -0.0657  0.6661
H  -0.7346  0.5590  -1.1527
H  0.0288  -1.1662  -2.1402
H  0.4846  0.3561  -3.0629
H  1.7458  -0.5180  -2.0992

Forces on the atoms, in the same order (eV/Å):
0.613 -0.450 0.965
-0.034 1.254 0.078
1.894 -0.303 -0.570
0.265 0.180 -0.276
-0.567 -1.398 0.473
-0.908 1.892 1.428
-0.493 -0.311 -0.618
-0.925 -0.020 0.146
-0.302 -0.158 0.169
-0.090 0.301 0.320
-0.401 -0.354 -0.584
-0.150 0.581 -0.570
0.559 0.021 -0.262
0.388 -1.052 -0.549
0.152 -0.184 -0.148

Löwdin population analysis, charges in e, atoms 1 to 8: number 1, S, carries 0.28; number 2, S, carries 0.40; number 3, C, carries -0.53; number 4, C, carries -0.32; number 5, N, carries -0.14; number 6, C, carries -0.09; number 7, H, carries -0.17; number 8, H, carries 0.05

=====

No. 3
# C3H9NS2

One molecule with the formula C3H9NS2 (ωB97M-V/def2-TZVPD, the Open Molecules 2025 dataset).

The value obtained for the gap between HOMO and LUMO is 9.3 eV. As for the total charge: 0. Its structure (SMILES) is CNCCSS. The HOMO energy is -8.71 eV. The calculation puts the total energy at -970.82070 Ha. The energy above the lowest of the compared OMol25 structures with the same formula, charge and spin is 0.300 eV.

CARTESIAN COORDINATES (ANGSTROEM)
S  3.1796  0.8207  -1.1372
S  1.8565  -0.7077  -1.3662
C  1.2479  -0.9812  0.3374
C  0.0319  -0.1395  0.6765
N  -1.0052  -0.2681  -0.3137
C  -2.2456  0.3658  0.0338
H  2.3537  1.8619  -1.2672
H  0.9698  -2.0311  0.3658
H  2.0958  -0.8208  0.9966
H  0.3414  0.9103  0.8636
H  -0.3792  -0.4806  1.6373
H  -0.6674  -0.1028  -1.2492
H  -2.9576  0.2360  -0.7780
H  -2.1473  1.4403  0.2792
H  -2.6743  -0.1032  0.9211

Forces on the atoms, in the same order (eV/Å):
0.270 0.040 0.063
-0.073 -0.241 0.103
-0.120 -0.013 -0.417
0.127 0.455 0.396
0.225 -0.681 0.209
-0.107 0.378 0.045
-0.163 0.171 -0.029
0.019 -0.191 -0.046
-0.071 0.066 0.168
-0.027 -0.114 -0.186
0.104 -0.059 -0.105
-0.110 0.299 0.011
-0.058 0.127 -0.023
-0.038 -0.107 -0.203
0.021 -0.132 0.016

Löwdin population analysis, charges in e, atoms 1 to 8: number 1, S, carries 0.31; number 2, S, carries 0.42; number 3, C, carries -0.53; number 4, C, carries -0.34; number 5, N, carries -0.16; number 6, C, carries -0.15; number 7, H, carries -0.20; number 8, H, carries 0.07

=====

No. 4
# C3H9O

A 2-piece molecular cluster, C3H9O overall in a non-equilibrium geometry (ωB97M-V/def2-TZVPD, the Open Molecules 2025 dataset).

The value obtained for the gap between HOMO and LUMO is 6.3 eV. As for the total charge: -1. The HOMO energy is -2.15 eV. The calculation puts the total energy at -194.90920 Ha. The energy above the lowest of the compared OMol25 structures with the same formula, charge and spin is 0.146 eV.

CARTESIAN COORDINATES (ANGSTROEM)
O  -2.5760  -0.1750  -0.2874
H  -2.9564  0.4083  0.3799
C  1.8109  0.2654  0.9595
C  0.4062  0.2411  0.3455
C  0.3726  -0.3820  -1.0464
H  2.1794  -0.7432  1.1482
H  1.8580  0.9196  1.8289
H  2.4852  0.7142  0.2123
H  0.0452  1.2611  0.2140
H  -0.2695  -0.2901  1.0129
H  -0.6338  -0.4753  -1.4414
H  0.9954  0.2732  -1.6728
H  0.8740  -1.3606  -1.0721

Forces on the atoms, in the same order (eV/Å):
-0.065 0.010 -0.007
-0.054 -0.025 -0.028
-0.019 0.511 -1.145
0.043 -0.335 0.077
0.965 0.001 0.058
0.020 0.020 0.314
0.029 -0.293 0.311
0.109 -0.107 0.177
-0.198 0.005 0.326
-0.297 0.164 -0.149
-0.211 0.175 0.238
-0.182 -0.113 -0.302
-0.139 -0.013 0.130

Löwdin population analysis, charges in e, atoms 1 to 8: number 1, O, carries -0.62; number 2, H, carries -0.21; number 3, C, carries -0.15; number 4, C, carries -0.35; number 5, C, carries -0.15; number 6, H, carries 0.06; number 7, H, carries 0.05; number 8, H, carries 0.06

=====

No. 5
# C3H9O

A 2-piece molecular cluster, C3H9O overall in a non-equilibrium geometry (ωB97M-V/def2-TZVPD, the Open Molecules 2025 dataset).

The value obtained for the gap between HOMO and LUMO is 6.0 eV. As for the total charge: -1. The HOMO energy is -1.98 eV. The calculation puts the total energy at -194.88547 Ha. The energy above the lowest of the compared OMol25 structures with the same formula, charge and spin is 0.792 eV.

CARTESIAN COORDINATES (ANGSTROEM)
C  3.0646  1.5895  0.2790
H  3.2243  1.8991  -0.8051
H  1.9335  1.5489  0.5722
H  3.4631  0.5788  0.3759
H  3.6041  2.4001  0.8878
C  -1.6352  -0.3229  0.0077
O  -0.8955  0.3110  -0.9745
C  -2.2010  -1.7253  -0.3115
H  -1.0802  -0.3486  0.9179
H  -2.6467  0.2105  0.2807
H  -2.2377  -2.4005  0.5663
H  -3.1337  -1.5436  -0.7925
H  -1.4596  -2.1972  -1.0039

Forces on the atoms, in the same order (eV/Å):
-1.033 1.451 -0.250
-0.647 -0.435 1.304
2.094 0.221 -0.860
0.215 0.256 0.324
-0.677 -1.513 -0.555
-0.856 1.643 -1.368
-1.054 -0.934 0.727
2.255 -0.508 -0.278
0.631 -0.288 1.433
1.074 0.063 -0.040
-0.480 0.405 -0.168
-0.837 -0.569 -0.457
-0.686 0.207 0.186

Löwdin population analysis, charges in e, atoms 1 to 8: number 1, C, carries -0.09; number 2, H, carries 0.02; number 3, H, carries 0.05; number 4, H, carries -0.01; number 5, H, carries 0.02; number 6, C, carries -0.62; number 7, O, carries -0.42; number 8, C, carries -0.17

=====

No. 6
# C3H9O2

A 2-piece molecular cluster, C3H9O2 overall (ωB97M-V/def2-TZVPD, the Open Molecules 2025 dataset).

The value obtained for the gap between HOMO and LUMO is 7.7 eV. As for the total charge: -1. The HOMO energy is -3.20 eV. The calculation puts the total energy at -270.16082 Ha. The energy above the lowest of the compared OMol25 structures with the same formula, charge and spin is 0.678 eV.

CARTESIAN COORDINATES (ANGSTROEM)
C  0.6510  1.6983  1.7869
O  0.6826  1.2545  0.4766
H  1.6514  2.0064  2.1419
H  0.2207  0.9539  2.4798
H  0.0366  2.6145  1.9187
C  -1.0875  -0.9431  -0.9248
O  -1.1532  -0.3747  0.3483
C  0.3511  -1.2654  -1.4002
H  -1.5312  -0.2441  -1.6505
H  -1.6295  -1.8974  -0.9125
H  -0.2905  0.2922  0.4346
H  1.0952  -0.8381  -0.7331
H  0.5409  -0.9080  -2.4208
H  0.4623  -2.3489  -1.5448

Forces on the atoms, in the same order (eV/Å):
-0.016 0.286 -0.782
0.051 -0.159 0.486
0.107 -0.217 0.254
0.160 -0.049 0.196
-0.146 0.032 0.031
0.462 0.329 0.334
0.292 -0.522 0.017
-0.237 -0.477 -0.808
-0.242 -0.239 -0.192
-0.364 0.177 -0.176
-0.290 0.463 -0.178
0.032 -0.070 0.053
-0.051 0.425 0.186
0.243 0.020 0.578

Löwdin population analysis, charges in e, atoms 1 to 8: number 1, C, carries -0.36; number 2, O, carries -0.37; number 3, H, carries 0.04; number 4, H, carries 0.05; number 5, H, carries 0.04; number 6, C, carries -0.39; number 7, O, carries -0.20; number 8, C, carries -0.11

=====

No. 7
# C3H9O2

C3H9O2 as an isolated structure in a non-equilibrium geometry (ωB97M-V/def2-TZVPD, the Open Molecules 2025 dataset).

The value obtained for the gap between HOMO and LUMO is 7.6 eV. As for the total charge: -1. The HOMO energy is -3.29 eV. The calculation puts the total energy at -270.13453 Ha. The energy above the lowest of the compared OMol25 structures with the same formula, charge and spin is 1.394 eV.

CARTESIAN COORDINATES (ANGSTROEM)
C  -0.2133  0.8592  1.0093
O  0.6825  0.1162  1.5252
C  -1.1449  0.0531  -0.0248
C  -0.5388  -0.1018  -1.3888
H  0.3270  1.7121  0.5776
H  -0.8508  1.2477  1.8570
H  -2.0216  0.6763  -0.1277
H  -1.2950  -0.9958  0.4738
H  -1.3159  -0.5857  -2.0009
H  0.2256  -0.9152  -1.3373
H  -0.0931  0.6332  -2.0071
H  2.4125  -0.8229  -0.2205
H  1.6016  -0.4405  1.1207
O  2.2243  -1.4358  0.5434

Forces on the atoms, in the same order (eV/Å):
-2.419 0.927 -1.270
3.425 -2.768 3.531
1.179 0.991 1.766
0.062 -3.773 -0.423
-0.842 0.910 -0.999
-0.279 0.162 -0.726
-0.930 -0.258 0.168
-0.074 2.046 -0.998
0.053 0.187 -0.295
-0.212 0.606 0.114
0.181 1.613 0.106
0.039 -1.273 0.774
-0.801 -1.333 -0.770
0.618 1.962 -0.979

Löwdin population analysis, charges in e, atoms 1 to 8: number 1, C, carries -0.47; number 2, O, carries -0.20; number 3, C, carries -0.24; number 4, C, carries -0.16; number 5, H, carries 0.09; number 6, H, carries 0.09; number 7, H, carries 0.07; number 8, H, carries 0.14

=====

No. 8
# C3H9O2

A 3-piece molecular cluster, C3H9O2 overall in a non-equilibrium geometry (ωB97M-V/def2-TZVPD, the Open Molecules 2025 dataset).

The value obtained for the gap between HOMO and LUMO is 9.7 eV. As for the total charge: +1. The HOMO energy is -15.61 eV. The calculation puts the total energy at -269.80229 Ha. The energy above the lowest of the compared OMol25 structures with the same formula, charge and spin is 0.873 eV.

CARTESIAN COORDINATES (ANGSTROEM)
C  2.8179  -0.6935  -0.1505
C  -0.2892  2.0792  0.3731
C  -2.0007  -1.1550  -0.3049
O  1.7731  -0.0725  -0.2800
O  -0.3657  0.9498  0.7691
H  3.2489  -1.0838  -1.0842
H  3.1074  -1.0707  0.8153
H  -2.9632  -1.4432  -0.6511
H  -1.1342  2.7816  0.4973
H  0.4413  0.4729  0.3856
H  0.7022  2.4716  -0.0990
H  -2.0636  -0.1227  0.2112
H  -1.9949  -1.7582  0.6347
H  -1.2794  -1.3556  -1.1167

Forces on the atoms, in the same order (eV/Å):
-1.970 -0.765 -1.110
1.401 4.421 -1.342
-0.534 0.838 2.340
0.201 0.495 0.223
0.040 -1.881 0.314
0.659 0.322 0.341
0.671 0.144 0.573
-0.961 0.271 -0.720
0.333 -0.456 0.156
0.904 -1.152 0.550
-1.790 -0.741 0.502
-0.025 -1.545 -1.851
1.051 -0.241 -0.920
0.020 0.291 0.944

Löwdin population analysis, charges in e, atoms 1 to 8: number 1, C, carries 0.03; number 2, C, carries 0.14; number 3, C, carries -0.05; number 4, O, carries -0.03; number 5, O, carries 0.16; number 6, H, carries 0.12; number 7, H, carries 0.10; number 8, H, carries 0.01